w | Entry from the OMol25 dataset: 2 unconnected molecules or ions with the total composition C3H3Br (ωB97M-V/def2-TZVPD).

```
! wB97M-V def2-TZVPD RIJCOSX def2/J DEFGRID3
* xyz 0 1
C -0.297 -0.799 -0.293
C -0.317 0.412 0.666
C -1.446 -0.119 -0.002
Br 3.956 1.007 -0.523
H 0.242 -1.569 -0.830
H 0.351 1.168 1.129
H -2.488 -0.100 -0.147
*
```

The LUMO energy (alpha / beta) is -0.094 / -0.116 Eh.


x | Entry from the OMol25 dataset: a single C3H3Br molecule (ωB97M-V/def2-TZVPD).

```
! wB97M-V def2-TZVPD RIJCOSX def2/J DEFGRID3
* xyz 0 1
C -0.073 0.037 0.119
C -0.208 0.754 -1.097
C 0.007 -0.654 1.392
Br -0.225 -0.096 -2.781
H 0.065 1.827 -1.289
H -0.746 -1.161 2.039
H 1.180 -0.707 1.618
*
```

The LUMO energy is 0.012 Eh.


y | Entry from the OMol25 dataset: a single C3H3Br molecule (ωB97M-V/def2-TZVPD).

```
! wB97M-V def2-TZVPD RIJCOSX def2/J DEFGRID3
* xyz 0 1
C 0.387 0.217 -0.090
C 1.615 -0.003 -0.078
C -1.053 0.058 0.016
Br 3.479 0.071 -0.014
H -1.548 0.231 0.949
H -1.175 -1.098 -0.177
H -1.705 0.525 -0.606
*
```

The LUMO energy is 0.025 Eh.


Result of the stability comparison: y is the most stable of them.


w | Entry from the OMol25 dataset: a molecular structure, C2H3Cl2FS (ωB97M-V/def2-TZVPD).

```
! wB97M-V def2-TZVPD RIJCOSX def2/J DEFGRID3
* xyz 0 1
C 0.655 0.178 -0.089
C -0.571 -0.314 0.808
H -0.133 1.181 -2.084
H 1.272 -0.791 0.325
H 1.001 1.110 0.078
F -0.169 -0.388 2.098
S 0.411 0.020 -1.936
Cl -1.863 0.827 0.680
Cl -0.604 -1.823 0.120
*
```

The LUMO energy is 0.023 Eh.


x | Entry from the OMol25 dataset: 2 unconnected molecules or ions with the total composition C2H3Cl2FS (ωB97M-V/def2-TZVPD).

```
! wB97M-V def2-TZVPD RIJCOSX def2/J DEFGRID3
* xyz 0 1
C -0.337 -1.107 0.004
C -0.116 0.376 0.033
F -1.272 -1.404 -0.963
S 0.681 1.048 -1.344
Cl 1.790 0.532 1.657
Cl -1.250 1.319 0.873
H -0.734 -1.471 0.956
H 0.589 -1.619 -0.271
H 0.649 2.324 -0.944
*
```

The LUMO energy (alpha / beta) is -0.067 / -0.067 Eh.


Result of the stability comparison: x is the most stable of them.